(1)
ORCA calculation (ωB97M-V/def2-TZVPD) on a structure of composition C24H33N5O6S.

Element x y z (Å)
C -2.432 -2.915 -0.038
C -1.925 -2.719 1.381
O -2.561 -1.576 1.918
C -2.325 -1.340 3.283
C -0.976 -0.681 3.595
H -0.949 -0.486 4.668
H -0.162 -1.368 3.358
C -0.769 0.642 2.840
N -0.150 0.462 1.545
C -0.744 0.511 0.325
O -0.057 0.331 -0.692
C -2.159 0.783 0.136
C -2.753 0.742 -1.137
N -2.159 0.438 -2.296
H -1.153 0.359 -2.294
H -2.717 0.536 -3.134
C -4.148 1.043 -1.037
N -4.585 1.290 0.179
S -3.412 1.168 1.275
C -5.051 1.107 -2.201
O -4.669 0.918 -3.346
N -6.328 1.398 -1.886
H -6.575 1.549 -0.923
H -7.019 1.471 -2.613
C 1.283 0.169 1.603
C 2.141 1.165 0.854
C 1.682 2.424 0.509
C 2.514 3.324 -0.137
C 3.822 2.983 -0.431
C 4.304 1.717 -0.056
C 3.466 0.825 0.583
H 3.828 -0.144 0.886
O 5.623 1.486 -0.377
C 6.192 0.257 0.001
H 6.163 0.119 1.086
H 7.229 0.298 -0.331
H 5.689 -0.585 -0.485
O 4.634 3.869 -1.064
H 5.501 3.453 -1.169
H 2.162 4.302 -0.419
H 0.669 2.717 0.734
H 1.562 0.226 2.662
C 1.568 -1.304 1.215
O 1.638 -2.162 2.080
N 1.748 -1.521 -0.088
H 1.493 -0.765 -0.715
C 2.029 -2.816 -0.660
H 2.051 -3.522 0.175
C 0.971 -3.214 -1.708
C 1.662 -3.054 -3.061
H 1.203 -3.664 -3.837
C 3.101 -3.462 -2.761
H 3.801 -3.145 -3.533
H 3.165 -4.546 -2.661
C 3.376 -2.792 -1.416
H 4.169 -3.285 -0.857
H 3.664 -1.751 -1.578
H 1.631 -2.011 -3.378
H 0.083 -2.590 -1.619
H 0.676 -4.253 -1.560
H -0.112 1.294 3.426
H -1.720 1.158 2.734
H -2.405 -2.280 3.849
H -3.135 -0.673 3.598
H -0.834 -2.599 1.384
H -2.172 -3.597 1.998
H -2.157 -2.063 -0.655
H -3.516 -2.997 -0.034
H -2.006 -3.818 -0.464

Results
HOMO-LUMO gap: 8.07 eV
LUMO energy: 0.00 eV
Relative energy (zero: lowest compared OMol25 entry of this formula, charge and spin): 0.1857 eV
Total energy: -2057.81402 Ha
M: 519.624 g/mol
Charge: 0

Here are the natural (NBO) charges for atoms 1 to 5, given in e:
1 C -0.623
2 C -0.064
3 O -0.564
4 C -0.055
5 C -0.468

***

(2)
ORCA calculation (ωB97M-V/def2-TZVPD) on a structure of composition C24H33N7P2Pd in a non-equilibrium geometry.

Element x y z (Å)
Pd 1.045 0.907 -0.326
N 5.318 2.030 -0.556
C 4.417 1.106 -0.275
N 3.230 1.579 -0.370
C 3.452 2.887 -0.656
N 4.711 3.171 -0.916
C 2.291 3.746 -0.831
C 2.320 5.106 -1.052
N 1.207 5.902 -1.105
C 0.084 5.268 -0.809
C 0.015 3.882 -0.551
N 1.132 3.109 -0.582
H 6.309 1.963 -0.521
H 4.635 0.083 0.030
H 3.268 5.669 -1.203
H -0.835 5.871 -0.742
H -0.923 3.359 -0.345
C -3.469 0.188 1.101
P -1.923 1.223 0.943
C -0.959 0.162 -0.339
N -1.675 0.370 -1.466
C -1.354 -0.237 -2.597
C -2.094 -0.013 -3.732
C -1.652 -0.493 -4.943
C -0.422 -1.249 -5.070
C 0.277 -1.528 -3.939
C -0.151 -1.067 -2.673
N 0.524 -1.403 -1.550
C 0.028 -0.914 -0.384
P 0.319 -1.997 1.094
C 2.173 -2.227 0.827
C -0.287 -3.680 0.537
C 0.503 -4.381 -0.507
C -1.766 -3.448 0.189
C -0.264 -4.655 1.698
C -1.396 1.344 2.677
C -1.456 0.071 3.546
C -0.005 1.896 2.775
C -2.482 2.367 3.159
H -3.176 -0.799 1.474
H -3.786 0.071 0.071
H -4.211 0.569 1.752
H -2.999 0.611 -3.737
H -2.222 -0.211 -5.847
H -0.060 -1.505 -6.037
H 1.215 -2.011 -3.938
H 2.342 -2.231 -0.249
H 2.611 -3.139 1.286
H 2.644 -1.328 1.290
H 0.861 -3.821 -1.367
H -0.012 -5.270 -0.922
H 1.373 -4.750 0.026
H -1.979 -2.777 -0.633
H -2.274 -3.059 1.088
H -2.169 -4.491 -0.073
H 0.721 -4.640 2.207
H -0.432 -5.751 1.361
H -1.003 -4.475 2.497
H -0.931 -0.733 3.007
H -2.469 -0.343 3.643
H -1.078 0.304 4.529
H 0.710 1.312 2.127
H 0.378 1.813 3.827
H 0.055 2.945 2.458
H -3.442 1.899 3.031
H -2.507 3.198 2.418
H -2.302 2.646 4.175

Results
HOMO-LUMO gap: 6.70 eV
LUMO energy: -0.33 eV
Relative energy (zero: lowest compared OMol25 entry of this formula, charge and spin): 0.0000 eV
Total energy: -2128.14171 Ha
M: 587.945 g/mol
Charge: 0

Here are the natural (NBO) charges for atoms 1 to 5, given in e:
1 Pd 0.332
2 N -0.336
3 C 0.214
4 N -0.506
5 C 0.277

***

(3)
ORCA calculation (ωB97M-V/def2-TZVPD) on a structure of composition C24H34BF2N3OP2RhSi.

Element x y z (Å)
Rh -0.036 0.502 -0.055
C -2.434 1.920 1.967
P -0.695 1.931 1.440
C 0.170 1.848 3.036
C -0.395 3.624 0.838
C -0.300 4.752 1.644
C -0.023 5.986 1.070
C 0.144 6.095 -0.304
C 0.029 4.972 -1.114
C -0.234 3.733 -0.544
P -0.436 2.160 -1.449
C 0.636 2.304 -2.911
C -2.086 2.363 -2.194
H -2.640 2.771 2.617
H -2.635 0.998 2.515
H -3.092 1.959 1.101
H -0.263 2.545 3.754
H 1.228 2.079 2.901
H 0.078 0.838 3.440
H -0.426 4.677 2.717
H 0.068 6.864 1.697
H 0.365 7.058 -0.746
H 0.152 5.070 -2.187
H 0.339 3.138 -3.547
H 0.551 1.380 -3.485
H 1.675 2.431 -2.605
H -2.151 3.307 -2.739
H -2.847 2.347 -1.416
H -2.277 1.537 -2.875
C 5.422 2.248 1.186
C 4.298 2.617 0.463
C 3.182 1.793 0.459
C 3.190 0.620 1.196
C 4.314 0.243 1.926
C 5.430 1.061 1.911
N 1.986 -0.164 1.157
N 1.912 -1.028 2.039
C 0.669 -1.736 2.032
C 0.593 -2.851 2.841
C -0.615 -3.527 2.918
C -1.695 -3.040 2.204
C -1.524 -1.907 1.426
N -0.354 -1.269 1.323
H 6.300 2.881 1.184
H 4.290 3.541 -0.101
H 2.286 2.044 -0.098
H 4.307 -0.680 2.488
H 6.313 0.774 2.468
H 1.470 -3.161 3.393
H -0.714 -4.408 3.538
H -2.663 -3.519 2.249
H -2.347 -1.487 0.864
F -1.987 -0.824 -2.372
B -0.959 -1.463 -1.832
F -1.204 -2.680 -1.338
C 2.136 -2.964 -0.821
Si 1.779 -1.754 -2.171
C 1.473 -2.609 -3.781
C 3.060 -0.440 -2.320
O 0.297 -0.939 -1.845
H 2.979 -3.593 -1.123
H 1.282 -3.618 -0.634
H 2.414 -2.470 0.113
H 2.322 -3.245 -4.044
H 1.330 -1.889 -4.590
H 0.588 -3.251 -3.735
H 3.949 -0.861 -2.800
H 3.362 -0.036 -1.353
H 2.705 0.383 -2.946

Results
HOMO-LUMO gap: 6.49 eV
LUMO energy: -3.64 eV
Relative energy (zero: lowest compared OMol25 entry of this formula, charge and spin): 0.0838 eV
Total energy: -2481.89100 Ha
M: 622.304 g/mol
Charge: +1

Here are the natural (NBO) charges for atoms 1 to 5, given in e:
1 Rh -0.100
2 C -0.962
3 P 1.232
4 C -0.973
5 C -0.388

***

(4)
ORCA calculation (ωB97M-V/def2-TZVPD) on a structure of composition C24H34BaN3O4SSb2.

Element x y z (Å)
Ba 0.663 0.586 0.728
N 4.098 1.033 2.726
C 3.443 0.087 1.984
S 3.811 0.001 0.296
N 2.510 -0.567 2.655
N 1.995 -1.657 1.981
C 0.963 -2.193 2.516
C 0.278 -1.812 3.777
C 0.411 -2.641 4.884
C -0.195 -2.343 6.095
C -0.963 -1.187 6.183
C -1.129 -0.360 5.088
C -0.526 -0.645 3.843
O -0.725 0.125 2.807
H 4.501 1.793 2.206
H 3.652 1.259 3.603
H 0.594 -3.066 1.973
H 1.024 -3.533 4.793
H -0.067 -2.994 6.951
H -1.446 -0.929 7.120
H -1.739 0.534 5.153
C -4.012 -0.160 -1.868
Sb -2.038 -0.876 -1.453
C -2.656 -2.452 -0.135
C -1.816 -2.118 -3.221
C -1.270 -1.349 -4.391
C -2.092 -0.385 -4.981
C -1.667 0.401 -6.036
C -0.383 0.227 -6.533
C 0.437 -0.734 -5.973
C 0.026 -1.539 -4.906
C 0.995 -2.546 -4.375
Sb 2.468 -1.796 -2.910
C 1.462 -2.631 -1.210
C 1.697 0.204 -2.794
H -3.969 0.677 -2.562
H -4.452 0.186 -0.934
H -4.621 -0.962 -2.285
H -3.473 -3.025 -0.573
H -2.976 -2.012 0.809
H -1.814 -3.114 0.066
H -2.816 -2.501 -3.432
H -1.186 -2.956 -2.935
H -3.097 -0.256 -4.593
H -2.328 1.144 -6.463
H -0.026 0.834 -7.355
H 1.437 -0.878 -6.370
H 1.597 -2.941 -5.194
H 0.504 -3.392 -3.898
H 1.483 -3.719 -1.296
H 0.420 -2.311 -1.164
H 1.989 -2.335 -0.300
H 1.820 0.686 -3.763
H 2.285 0.750 -2.055
H 0.637 0.221 -2.542
C -0.495 4.716 3.076
C 0.505 4.047 2.144
C 1.836 4.781 2.141
O 0.794 2.723 2.621
C -0.065 4.048 0.690
O -0.324 5.147 0.204
O -0.199 2.907 0.141
H -0.089 4.772 4.088
H -1.429 4.148 3.106
H -0.722 5.717 2.712
H 2.235 4.840 3.157
H 1.703 5.781 1.735
H 2.556 4.246 1.517
H -0.023 2.297 2.930

Results
HOMO-LUMO gap: 7.07 eV
LUMO energy: 2.30 eV
Relative energy (zero: lowest compared OMol25 entry of this formula, charge and spin): 0.3086 eV
Total energy: -2304.49270 Ha
M: 841.468 g/mol
Charge: -1

Here are the Löwdin charges for atoms 1 to 5, given in e:
1 Ba 1.700
2 N 0.053
3 C -1.019
4 S 0.412
5 N -0.105